No. 1
# C40H84N5O3PS

5 unconnected molecules or ions with the total composition C40H84N5O3PS at a distorted geometry (the ωB97M-V functional and the def2-TZVPD basis, the OMol25 dataset).

Calculated values
Structure (SMILES): Cc1ccc(C(C)C)c(OC[C@@H]2CC(=O)O[C@@]2(CN)[PH2]=S)c1.CCN(CC)CC.CCN(CC)CC.CCN(CC)CC.CCN(CC)CC
HOMO, eV: -7.91
Max |F|, eV Å⁻¹: 8.87

Geometry as ORCA input:
```
! wB97M-V def2-TZVPD RIJCOSX def2/J DEFGRID3
* xyz 0 1
S 3.835 -0.349 1.979
P 3.594 -0.271 0.011
O 2.261 1.807 0.974
O 0.186 0.019 -3.132
O 0.406 3.442 1.680
N 5.034 -5.990 2.223
N 5.265 2.298 -0.811
N -3.065 0.950 4.397
N -9.276 4.747 0.632
N 4.415 0.202 -7.120
C 0.786 2.855 -0.855
C 1.382 0.855 -2.789
C -4.891 2.728 4.163
C 4.746 -6.591 3.524
C 3.865 -5.494 1.488
C -9.980 6.849 1.909
C -1.917 1.860 4.338
C -2.300 -0.820 -1.007
C 3.790 2.721 -0.674
C -3.601 1.288 6.876
C 0.228 -1.268 -2.421
C 4.498 -5.653 4.702
C 3.048 -4.686 -2.435
C 1.368 1.331 -1.220
C -7.063 4.159 -0.382
C -9.217 3.728 1.679
C -0.611 1.226 4.812
C -0.962 -1.702 -1.356
C 3.208 -4.213 1.989
C 1.541 -2.246 -2.760
C 7.489 -5.715 2.637
C 3.349 -0.796 -7.194
C 4.651 0.769 -5.788
C -2.045 0.789 -0.822
C -4.234 1.446 3.663
C 2.786 1.452 -0.387
C 0.585 -4.157 -0.944
C 1.759 -3.727 -2.054
C 5.434 -0.389 -9.330
C 3.670 -2.215 -6.730
C -7.991 5.253 0.142
C -8.473 4.073 2.966
C -3.054 -1.324 0.399
C -3.353 0.350 5.698
C 5.651 -0.108 -7.845
C -0.732 -3.181 -0.609
C -10.273 5.803 0.840
C 6.182 -5.081 2.164
C 5.343 -0.116 -4.757
C 1.114 2.754 0.781
H -1.476 -3.620 0.197
H -4.208 -0.331 5.607
H -0.403 0.295 4.273
H -10.234 3.408 1.937
H -0.345 3.020 -1.163
H -8.974 7.268 1.819
H 5.241 -4.853 4.764
H -2.516 -0.309 5.964
H -8.175 5.936 -0.695
H 3.700 -2.286 -5.642
H -4.100 -0.754 0.473
H 5.583 -7.250 3.790
H -6.713 3.503 0.420
H -3.934 1.606 2.620
H 3.891 -7.272 3.433
H -7.502 4.537 2.778
H 6.184 -0.954 -7.397
H 2.673 -1.364 -0.315
H 0.721 0.669 -0.469
H 1.306 3.767 -1.395
H 3.450 3.410 -1.579
H -10.105 6.445 2.915
H 8.323 -5.029 2.454
H 4.165 -5.335 0.446
H 6.005 -4.163 2.735
H 5.644 0.491 -3.896
H 6.323 0.755 -7.783
H -8.755 2.827 1.255
H 4.881 -1.319 -9.493
H 3.933 -3.413 2.164
H -2.094 2.778 4.909
H 2.641 -4.381 2.906
H 5.299 1.517 -1.512
H 2.498 -3.848 1.239
H 2.933 -5.010 -3.575
H 3.105 -6.285 1.440
H -1.759 2.164 3.297
H -7.462 5.832 0.907
H -7.560 3.547 -1.143
H 2.393 0.383 -3.144
H 4.891 -0.438 -0.633
H -3.090 -0.974 -1.871
H 3.774 3.437 0.279
H 2.886 -2.898 -7.072
H -4.166 3.528 4.338
H -3.319 -2.467 0.369
H -3.076 1.341 -0.584
H -11.247 5.345 1.052
H -10.687 7.681 1.811
H 3.505 -5.204 4.657
H 0.224 1.912 4.628
H 4.675 -0.893 -4.378
H 4.551 -6.218 5.638
H -5.459 2.560 5.080
H -4.594 1.737 6.831
H 2.964 -5.666 -1.796
H -3.549 0.723 7.812
H -1.364 0.986 0.131
H -2.858 2.088 6.939
H 7.472 -5.929 3.710
H 7.697 -6.646 2.099
H 5.609 1.969 0.139
H 6.340 -4.777 1.123
H -2.413 -1.023 1.360
H 3.005 -0.853 -8.235
H 4.088 -4.166 -2.281
H 1.244 1.849 -3.437
H -9.059 4.736 3.605
H -1.602 1.335 -1.758
H 6.247 -0.589 -5.152
H 6.401 -0.491 -9.834
H -8.290 3.159 3.539
H 2.357 -1.910 -3.561
H 3.700 1.121 -5.369
H 4.618 -2.583 -7.131
H 5.253 1.677 -5.911
H -0.627 1.012 5.885
H -5.601 3.093 3.413
H -10.414 6.325 -0.114
H -6.178 4.612 -0.843
H 2.471 -0.438 -6.643
H 4.890 0.430 -9.814
H 0.720 -5.194 -0.416
H -4.994 0.656 3.614
*
```

No. 2
# C4H8N2O

C4H8N2O in the gas phase at a distorted geometry (the ωB97M-V functional and the def2-TZVPD basis, the OMol25 dataset).

Calculated values
ΔE to the lowest compared entry with this formula, charge and spin, kJ/mol: 349.9
Structure (SMILES): NN1C=CC[C@H]1O
HOMO, eV: -7.96
Max |F|, eV Å⁻¹: 3.80

Geometry as ORCA input:
```
! wB97M-V def2-TZVPD RIJCOSX def2/J DEFGRID3
* xyz 0 1
O -0.744 1.602 -0.068
N -0.738 -0.180 2.206
N 0.094 -0.310 1.038
C 0.327 -1.200 -1.075
C 0.407 0.816 0.086
C 0.900 0.142 -1.196
C -0.333 -1.343 0.091
H 1.946 0.313 -1.505
H -0.366 0.083 3.082
H -0.943 -2.140 0.485
H -1.487 0.364 1.819
H 0.256 0.654 -2.012
H -0.941 1.620 -0.970
H 1.318 1.359 0.487
H 0.263 -1.832 -1.960
*
```

No. 3
# C48H32CdI4N4OS

A molecular structure, C48H32CdI4N4OS (the ωB97M-V functional and the def2-TZVPD basis, the OMol25 dataset).

Calculated values
HOMO (spin up / spin down), eV: -6.58 / -6.52
Max |F|, eV Å⁻¹: 0.60

Geometry as ORCA input:
```
! wB97M-V def2-TZVPD RIJCOSX def2/J DEFGRID3
* xyz 0 1
I 6.663 -1.870 7.187
I -7.021 -5.318 4.986
I 4.635 -0.795 -7.069
I -6.780 7.119 -2.210
Cd -0.421 0.087 0.588
S -1.554 -2.914 -0.785
O -0.624 -1.720 -0.833
N -0.328 -0.809 2.547
N -2.441 0.648 1.080
N 1.701 0.195 0.640
N -0.460 1.644 -0.869
C -3.204 1.558 0.448
C 4.042 -0.811 6.111
C 2.136 -0.779 2.842
C 2.733 0.823 -5.355
C -4.583 1.336 0.834
C 3.784 -0.077 -5.304
C 0.588 1.869 -1.687
C -4.930 4.765 -2.639
C -2.729 2.507 -0.522
C -0.727 -5.251 0.273
C -0.929 -2.209 4.226
C 0.268 3.049 -2.486
C -0.969 3.467 -2.122
C -1.457 2.542 -1.114
C -1.409 -1.389 3.136
C 2.398 0.643 -0.420
C -5.657 -3.913 4.260
C 2.135 1.254 -4.182
C -5.188 5.374 -0.322
C 2.567 0.832 -2.912
C -4.995 -3.077 5.145
C -3.225 -0.161 1.843
C -5.488 5.573 -1.661
C 3.064 -0.579 5.153
C -3.704 3.557 -0.934
C 3.616 -0.104 -2.915
C -4.599 0.263 1.673
C -4.301 4.367 0.032
C -3.794 -2.075 3.295
C 3.192 -1.072 3.853
C -4.068 -2.164 4.658
C 4.317 -1.832 3.547
C -0.814 -4.154 -1.889
C -5.424 -3.826 2.895
C 0.796 -1.152 3.208
C 0.052 -5.070 -1.029
C 5.166 -1.550 5.768
C 0.423 -2.035 4.291
C -1.093 -3.840 0.714
C 3.895 0.167 1.220
C 3.811 0.622 -0.055
C 5.307 -2.070 4.493
C 1.839 1.152 -1.643
C -4.044 3.763 -2.269
C -4.500 -2.904 2.422
C 2.544 -0.154 1.652
C -2.755 -1.157 2.740
C 4.226 -0.544 -4.081
H -1.528 -2.825 4.877
H -0.152 -5.764 1.042
H -1.902 -3.778 1.442
H -0.277 -3.584 -2.646
H 4.790 0.088 1.815
H -1.629 -5.838 0.085
H 3.927 -0.416 7.111
H -4.057 4.214 1.077
H -5.201 -3.129 6.206
H -5.635 5.997 0.440
H 4.415 -2.268 2.560
H -3.628 3.113 -3.030
H 1.101 -2.488 4.999
H -4.317 -2.824 1.356
H 2.192 0.010 5.413
H 1.291 1.910 -4.278
H -5.954 -4.470 2.205
H -3.566 -1.496 5.347
H 4.621 0.993 -0.662
H -5.459 -0.178 2.155
H 2.363 1.178 -6.308
H 0.938 3.565 -3.153
H 1.012 -4.592 -0.826
H 0.247 -6.017 -1.533
H 3.949 -0.539 -1.987
H -5.432 1.914 0.501
H -0.227 -3.289 1.090
H -5.188 4.905 -3.681
H 5.028 -1.268 -4.026
H -1.640 -4.695 -2.355
H -1.471 4.357 -2.467
H 6.173 -2.664 4.235
*
```

No. 4
# F4KN2Na3O8S4

A molecular structure, F4KN2Na3O8S4 at a distorted geometry (the ωB97M-V functional and the def2-TZVPD basis, the OMol25 dataset).

Calculated values
HOMO, eV: -13.50
Max |F|, eV Å⁻¹: 15.41

Geometry as ORCA input:
```
! wB97M-V def2-TZVPD RIJCOSX def2/J DEFGRID3
* xyz 2 1
K 4.145 -0.190 0.412
S 0.842 -0.595 0.388
S -2.340 0.128 -2.428
S -1.609 -1.611 -1.149
S 1.334 1.234 1.680
Na 0.256 -0.811 3.264
Na 4.356 1.304 2.293
Na -0.100 3.660 0.964
F 1.166 1.923 3.165
F -2.238 -3.086 -0.769
F -3.198 0.410 -3.802
F -0.007 -1.978 0.597
O -0.233 -1.869 -1.665
O -3.142 0.988 -1.501
O 0.697 2.241 0.796
O 2.776 1.050 1.522
O 0.120 -0.082 -0.722
O -1.717 -0.988 0.159
O 2.157 -1.061 0.135
O -1.034 0.628 -2.875
N -2.648 -1.344 -2.418
N 0.416 0.050 1.954
*
```

No. 5
# C19H57N19O38

19 unconnected molecules or ions with the total composition C19H57N19O38 at a distorted geometry (the ωB97M-V functional and the def2-TZVPD basis, the OMol25 dataset).

Calculated values
ΔE to the lowest compared entry with this formula, charge and spin, kJ/mol: 318.9
HOMO, eV: -10.14
Max |F|, eV Å⁻¹: 4.14

Geometry as ORCA input:
```
! wB97M-V def2-TZVPD RIJCOSX def2/J DEFGRID3
* xyz 0 1
O 14.018 -18.289 1.636
O 16.701 -22.834 -4.878
O 22.641 -22.753 3.641
O 23.035 -14.555 0.097
O 21.010 -14.154 -3.357
O 16.605 -22.710 3.117
O 12.904 -21.344 -1.141
O 25.001 -17.588 -0.299
O 24.330 -14.876 1.798
O 23.504 -16.023 -2.829
O 23.497 -25.416 2.344
O 19.358 -19.368 -4.449
O 23.185 -20.925 4.520
O 16.236 -14.954 1.321
O 17.343 -23.394 0.227
O 22.572 -17.184 -4.295
O 17.236 -20.981 1.925
O 15.991 -24.759 -0.903
O 13.319 -23.456 -0.879
O 12.365 -18.919 -3.839
O 27.184 -17.612 -0.269
O 13.403 -19.541 3.328
O 20.324 -15.213 4.925
O 16.363 -14.373 -0.787
O 20.347 -19.619 5.441
O 20.684 -18.586 3.553
O 20.092 -17.697 -0.041
O 23.129 -19.504 0.675
O 18.937 -14.862 -3.391
O 12.880 -15.560 -4.684
O 13.835 -13.613 -5.094
O 22.732 -21.062 -0.771
O 14.096 -18.102 -2.829
O 22.801 -24.528 0.438
O 17.909 -18.108 -0.116
O 20.037 -14.634 2.873
O 20.464 -20.918 -3.380
O 15.012 -21.946 -5.900
N 19.096 -18.455 -0.011
N 23.411 -22.071 4.314
N 23.152 -17.055 -3.241
N 26.132 -17.082 -0.442
N 20.017 -20.426 -4.407
N 15.639 -22.282 -4.889
N 19.847 -14.485 4.041
N 12.946 -18.518 -2.861
N 23.494 -20.429 -0.071
N 17.108 -24.276 -0.640
N 23.388 -15.172 1.123
N 20.001 -14.628 -2.864
N 22.659 -25.096 1.528
N 17.262 -21.745 2.878
N 13.860 -14.807 -4.807
N 13.406 -22.322 -0.565
N 15.900 -14.973 0.156
N 13.917 -18.520 2.823
N 21.007 -18.946 4.646
C 21.303 -25.581 1.790
C 14.812 -22.187 -3.662
C 18.193 -21.350 3.910
C 12.078 -18.414 -1.627
C 20.029 -14.739 -1.376
C 14.472 -17.503 3.803
C 24.642 -22.707 4.800
C 15.173 -15.535 -4.612
C 22.157 -18.240 5.252
C 23.319 -18.290 -2.425
C 24.864 -20.914 0.204
C 26.183 -15.728 -1.068
C 19.165 -13.182 4.486
C 14.862 -15.945 -0.112
C 14.451 -22.011 0.444
C 22.511 -16.338 1.580
C 18.232 -24.859 -1.473
C 20.140 -21.079 -5.738
C 19.365 -19.867 0.013
H 22.860 -17.894 4.494
H 19.532 -12.883 5.467
H 19.125 -21.403 -5.966
H 12.599 -18.650 -0.699
H 22.712 -19.013 -2.969
H 15.257 -16.910 0.206
H 25.371 -22.570 4.002
H 20.341 -20.339 -6.514
H 18.206 -24.281 -2.397
H 24.313 -18.708 -2.585
H 24.928 -22.404 5.808
H 15.266 -21.395 -3.067
H 24.833 -21.911 0.645
H 14.030 -15.741 0.562
H 19.584 -20.274 1.000
H 22.500 -17.122 0.823
H 23.029 -18.240 -1.376
H 19.009 -20.709 3.576
H 14.719 -16.083 -1.184
H 26.588 -15.961 -2.053
H 20.784 -21.947 -5.600
H 21.741 -17.402 5.812
H 19.221 -12.397 3.732
H 25.172 -15.382 -1.283
H 25.476 -20.265 0.830
H 18.137 -13.483 4.687
H 14.734 -22.887 1.028
H 17.734 -20.673 4.631
H 22.824 -16.555 2.602
H 14.245 -21.221 1.166
H 26.785 -15.022 -0.495
H 19.001 -14.781 -1.017
H 24.449 -23.779 4.824
H 21.529 -15.922 1.806
H 11.183 -19.003 -1.826
H 13.731 -16.748 4.066
H 15.160 -16.508 -5.102
H 20.510 -13.829 -1.018
H 18.116 -25.926 -1.664
H 21.173 -25.350 2.848
H 21.265 -26.634 1.513
H 13.815 -21.951 -4.033
H 14.795 -17.994 4.721
H 20.669 -15.604 -1.204
H 22.592 -18.880 6.020
H 25.431 -21.131 -0.701
H 20.298 -20.004 -0.533
H 18.618 -22.256 4.344
H 11.691 -17.402 -1.507
H 18.470 -20.363 -0.363
H 15.313 -15.683 -3.542
H 15.946 -14.944 -5.103
H 15.346 -21.811 -0.145
H 20.560 -24.965 1.284
H 15.250 -16.952 3.276
H 14.693 -23.090 -3.062
H 19.134 -24.574 -0.931
*
```

No. 6
# C2H2Cl6

2 unconnected molecules or ions with the total composition C2H2Cl6 at a distorted geometry (the ωB97M-V functional and the def2-TZVPD basis, the OMol25 dataset).

Calculated values
ΔE to the lowest compared entry with this formula, charge and spin, kJ/mol: 27.4
Structure (SMILES): ClC(Cl)Cl.ClC(Cl)Cl
HOMO, eV: -11.18
Max |F|, eV Å⁻¹: 1.32

Geometry as ORCA input:
```
! wB97M-V def2-TZVPD RIJCOSX def2/J DEFGRID3
* xyz 0 1
Cl 2.525 -4.471 -0.287
Cl -4.294 3.471 0.145
Cl -1.393 3.925 0.058
Cl -2.385 1.224 -0.551
Cl 3.784 -1.852 -0.317
Cl 3.192 -3.098 2.248
C -2.760 2.976 -0.673
C 2.651 -2.916 0.543
H -2.974 3.219 -1.714
H 1.653 -2.478 0.547
*
```

No. 7
# C11H18NO3S

2 unconnected molecules or ions with the total composition C11H18NO3S at a distorted geometry (the ωB97M-V functional and the def2-TZVPD basis, the OMol25 dataset).

Calculated values
HOMO, eV: -4.68
Max |F|, eV Å⁻¹: 6.37

Geometry as ORCA input:
```
! wB97M-V def2-TZVPD RIJCOSX def2/J DEFGRID3
* xyz -1 1
S -0.183 -2.321 -3.298
O 0.903 -2.904 -2.409
O -0.359 -3.207 -4.665
O 0.155 -0.916 -3.727
N 0.297 2.148 -0.397
C -1.751 -2.446 -2.328
C -1.774 1.514 -1.812
C 2.380 -1.009 3.007
C -2.443 -1.055 -1.992
C 2.383 -0.776 4.378
C -0.404 2.330 -1.699
C 1.988 -0.002 2.131
C 1.999 0.466 4.873
C 1.616 1.476 3.997
C -1.494 0.010 -1.282
C 1.607 1.241 2.625
H 2.684 -1.563 5.061
H -2.981 -0.607 -2.898
H -1.740 0.036 -0.165
H -3.286 -1.286 -1.246
H 0.294 1.903 -2.501
H -0.359 2.022 0.382
H 2.682 -1.976 2.620
H 0.859 1.283 -0.434
H 1.305 2.027 1.942
H -2.539 2.056 -1.169
H 1.322 2.446 4.382
H -2.173 1.522 -2.879
H -0.387 -0.225 -1.359
H -2.476 -3.091 -2.932
H -1.541 -3.016 -1.369
H 2.000 0.648 5.943
H 1.979 -0.187 1.062
H -0.564 3.457 -1.844
*
```

No. 8
# C4H34N2O12

12 unconnected molecules or ions with the total composition C4H34N2O12 at a distorted geometry (the ωB97M-V functional and the def2-TZVPD basis, the OMol25 dataset).

Calculated values
ΔE to the lowest compared entry with this formula, charge and spin, kJ/mol: 299.3
Structure (SMILES): NC[C@H](N)CCO.O.O.O.O.O.O.O.O.O.O.O
HOMO, eV: -9.20
Max |F|, eV Å⁻¹: 3.67

Geometry as ORCA input:
```
! wB97M-V def2-TZVPD RIJCOSX def2/J DEFGRID3
* xyz 0 1
O 2.307 -4.136 -2.387
O -2.264 0.699 -2.361
O -2.609 1.342 1.288
O -0.131 4.181 -0.080
O -1.943 4.080 -2.018
O -1.397 -3.740 -0.364
O -0.334 -0.330 -0.532
O 0.108 -2.456 -3.121
O 0.039 0.236 -4.080
O 2.085 -1.372 -0.610
O 2.487 1.204 -0.405
O 0.599 -3.416 1.277
N 0.720 2.300 2.270
N 1.984 -0.673 2.435
C 0.071 1.033 2.683
C -2.387 0.602 2.458
C -1.321 1.248 3.408
C 0.990 -0.076 3.330
H 1.502 -3.673 1.010
H -0.028 4.738 0.690
H -0.712 -3.618 0.322
H 1.698 -0.813 1.471
H 2.526 -2.172 -0.895
H -1.890 0.711 -1.480
H 0.184 -0.739 3.526
H 1.310 2.678 2.962
H 2.772 1.866 0.286
H -0.885 -3.922 -1.133
H 1.293 2.226 1.424
H -3.393 0.623 2.859
H 1.486 0.170 4.257
H 0.816 -2.506 1.527
H -0.170 0.573 1.705
H 0.427 -0.227 -1.069
H -0.069 3.260 0.267
H 2.868 -3.462 -2.796
H -0.413 -1.274 -0.474
H -1.522 2.360 3.409
H 0.565 0.943 -4.420
H 2.873 -0.204 2.420
H -2.237 1.620 -2.592
H -2.283 -0.508 2.318
H -0.782 0.456 -3.617
H 2.971 0.439 0.071
H -2.239 0.763 0.573
H -2.471 4.771 -1.641
H -1.194 4.112 -1.349
H 2.429 -0.762 -1.259
H -1.270 1.054 4.472
H 1.558 -4.245 -2.964
H -0.766 -2.110 -2.886
H 0.361 -1.605 -3.554
*
```

| no. | molar mass (g mol⁻¹) |
| --- | --- |
| 1 | 746.18 |
| 2 | 100.12 |
| 3 | 1332.91 |
| 4 | 468.33 |
| 5 | 1159.76 |
| 6 | 238.76 |
| 7 | 244.34 |
| 8 | 302.32 |